Below is the molecule CH3ClOS2 at a distorted geometry, with properties calculated with the ωB97M-V functional and the def2-TZVPD basis.

Computed properties:
LUMO energy (alpha / beta)	-1.66 / -1.71	eV
largest force on an atom	4.51	eV/Å
energy relative to the best compared isomer or geometry (same formula, charge and spin)	44.9	kcal/mol
E_tot	-1371.622393	Ha
HOMO-LUMO gap (alpha / beta)	6.854 / 7.277	eV

Geometry as ORCA input:
```
! wB97M-V def2-TZVPD RIJCOSX def2/J DEFGRID3
* xyz 0 1
Cl -1.54 -2.31 0.31
S -1.39 1.67 -0.07
S -0.97 -0.33 -0.59
O -0.35 2.07 0.88
C 0.83 -0.27 -0.21
H 1.10 -1.21 0.45
H 1.18 0.61 0.43
H 1.14 -0.23 -1.19
*
```